Record 1
{"formula": "C7H6BrNO3S", "method": "ωB97M-V/def2-TZVPD", "de_lowest_kj_mol": 56.7, "lumo_energy_ev": -0.257, "homo_energy_ev": -10.1, "gap_ev": 9.79, "smiles": "O=C(NS(=O)(=O)Br)c1ccccc1", "fmax_ev_per_a": 4.9, "elements": ["O", "H", "H", "C", "H", "C", "O", "C", "H", "C", "H", "Br", "N", "H", "C", "S", "O", "C", "C"], "positions_angstrom": [[-0.2463, -4.2672, 0.9876], [-1.4665, -0.1024, 1.0205], [-0.2452, 4.0720, 0.9040], [0.8836, 1.4363, -0.7650], [-0.2654, -1.4973, 1.2509], [-0.1420, 3.0692, 0.6634], [1.5629, -3.8672, -0.5944], [0.3023, -0.9813, -0.7348], [-1.7567, 2.0547, 1.9781], [-0.9746, 2.0937, 1.1701], [1.5479, 1.0015, -1.5664], [-1.1385, -3.7286, -1.6825], [0.0766, -1.8216, 0.3342], [1.0540, 3.5152, -1.0106], [-0.9020, 0.8042, 0.6588], [0.2843, -3.5090, -0.1082], [0.6346, -1.4064, -1.7806], [0.1204, 0.3782, -0.2697], [0.6707, 2.7561, -0.4554]], "mulliken_charge": [-0.562, 0.389, 0.411, -0.235, 0.262, -0.560, -0.470, 0.473, 0.287, -0.514, 0.304, -0.049, -0.299, 0.506, -0.325, 0.889, -0.498, 0.588, -0.598]}


Record 2
{"formula": "C7H6Cl2GaN2O3Sc", "method": "ωB97M-V/def2-TZVPD", "de_lowest_kj_mol": 65.8, "lumo_energy_ev": [-19.127, -19.126], "homo_energy_ev": [-22.6, -22.6], "total_charge": 4, "gap_ev": [3.48, 3.49], "fmax_ev_per_a": 9.1, "elements": ["C", "C", "C", "N", "H", "C", "H", "Cl", "Cl", "C", "C", "N", "O", "H", "H", "Ga", "O", "H", "C", "Sc", "H", "O"], "positions_angstrom": [[2.0121, 2.1652, 0.6784], [0.6467, -1.9074, 1.9032], [-0.9236, 1.4053, 1.9733], [-1.1076, -0.9224, 2.7871], [-2.0064, 1.4154, 2.1791], [-0.4331, -2.1346, 2.6872], [-1.9663, -0.7343, 3.2940], [-2.3636, -1.7809, -4.1265], [0.2156, 0.9302, -1.4321], [0.1293, 1.1545, -5.2015], [-0.4561, 0.0107, 2.0718], [0.6228, -0.5516, 1.5267], [1.8711, 3.3184, 0.7498], [-0.7673, -3.0361, 3.1764], [-0.7566, 1.8013, 0.9666], [1.9092, 0.2837, 0.2237], [0.9647, 1.6742, -5.8240], [1.4279, -2.5648, 1.5594], [0.7199, -1.0689, -3.9491], [-1.0810, 0.0637, -3.7776], [-0.4074, 2.0438, 2.7040], [1.7498, -1.5656, -4.1697]], "mulliken_charge": [0.693, -0.194, -1.154, -0.018, 0.398, -0.460, 0.246, -0.094, -0.188, 0.477, 0.654, 0.046, 0.020, 0.432, 0.259, 0.836, 0.055, 0.432, 0.411, 0.795, 0.336, 0.017]}


Record 3
{"formula": "C7H6ClNO3", "method": "ωB97M-V/def2-TZVPD", "de_lowest_kj_mol": 308.8, "lumo_energy_ev": [-0.803, -0.801], "homo_energy_ev": [-8.9, -8.9], "gap_ev": [8.07, 8.07], "smiles": "O=c1ccc(Cl)[n+]([O-])o1.C#CC", "fmax_ev_per_a": 5.7, "elements": ["O", "C", "C", "C", "N", "H", "C", "C", "H", "H", "C", "H", "H", "C", "H", "Cl", "O", "O"], "positions_angstrom": [[-0.1598, -2.2481, -1.2894], [1.1771, 0.7207, -1.8713], [-2.1641, 0.2613, 0.0781], [-1.5571, 0.3843, 1.3614], [-0.4343, -1.4911, -0.4359], [1.7104, -0.2872, -2.2004], [0.1925, -1.2277, 0.7186], [1.7936, 1.2817, 0.5505], [0.1078, 0.6094, -2.1545], [1.4936, 1.6162, -2.2261], [1.3671, 0.7872, -0.4269], [-2.0061, 0.8622, 2.2093], [2.1404, 1.6988, 1.4850], [-0.4335, -0.3823, 1.6591], [-0.0960, -0.4617, 2.6317], [1.4132, -2.3300, 1.0906], [-3.0970, 0.8082, -0.4102], [-1.4480, -0.6020, -0.7695]], "mulliken_charge": [-0.663, -1.144, 0.398, -0.400, 0.851, 0.262, 0.226, -0.292, 0.276, 0.380, 0.189, 0.441, 0.387, -0.420, 0.542, -0.145, -0.541, -0.347]}


Record 4
{"formula": "C7H6F12N2O11RbS4", "method": "ωB97M-V/def2-TZVPD", "de_lowest_kj_mol": 719.2, "lumo_energy_ev": 1.936, "homo_energy_ev": -7.4, "total_charge": -1, "gap_ev": 9.36, "fmax_ev_per_a": 10.0, "elements": ["O", "F", "F", "S", "O", "H", "C", "F", "Rb", "S", "N", "C", "C", "N", "O", "F", "H", "O", "F", "C", "F", "H", "O", "F", "C", "S", "H", "O", "H", "F", "F", "O", "F", "C", "C", "H", "O", "O", "O", "F", "O", "F", "S"], "positions_angstrom": [[0.0658, 2.0810, 3.5737], [-0.5399, 2.0539, 0.6231], [1.8982, 1.5230, 1.4321], [-2.0208, -0.2139, 3.1090], [2.7023, -0.9662, -3.0057], [0.9494, -2.7696, -1.1824], [-1.3621, -1.9745, -1.6163], [3.0032, 1.1601, 3.2438], [0.4213, -0.4884, 0.4226], [0.4038, 0.6589, 3.4744], [-0.3954, -0.3312, 2.5887], [2.0588, 0.6964, 2.4792], [-3.6886, -1.1297, -1.4271], [1.3092, 0.5869, -1.3735], [1.4745, 3.1424, -1.2489], [2.5102, -0.4653, 1.9959], [-4.5735, -1.2020, -2.0594], [3.4086, 1.4883, -2.9779], [-4.2028, 0.9659, 2.0735], [0.6578, -3.1393, -2.1655], [4.9370, -1.0240, -1.1867], [1.0679, -4.1484, -2.2048], [-0.8690, -1.3421, -0.7355], [-2.1589, 2.0549, 1.6660], [4.1102, 0.0207, -0.8583], [2.7686, 0.3207, -2.3056], [-3.4082, -0.0772, -1.3859], [-2.6807, -1.9803, -1.9363], [1.1937, -2.6589, -2.9840], [4.9711, 0.9460, -0.6494], [3.3729, -0.1471, 0.2468], [-2.1678, 0.5444, 4.3397], [-1.7653, 1.1080, -0.9263], [-2.8407, 0.8183, 1.7754], [-0.9175, 2.0746, -0.6980], [-3.9784, -1.3775, -0.4060], [-2.6901, -1.5358, 3.2291], [0.3506, 2.0984, -3.2182], [-0.7202, -2.9288, -2.3309], [-2.6173, 0.2321, 0.5943], [0.7619, 0.1165, 4.7836], [-1.5278, 3.2243, -0.9745], [0.7281, 1.9846, -1.7937]], "mulliken_charge": [-0.594, -0.283, -0.235, 0.876, -0.651, 0.030, 0.750, -0.185, 1.239, 1.097, -0.393, 0.586, -0.419, -0.211, -0.663, -0.292, 0.307, -0.603, -0.230, -0.426, -0.266, 0.335, -0.446, -0.258, 0.718, 0.775, 0.111, -0.355, 0.278, -0.224, -0.309, -0.621, -0.212, 0.799, 0.496, 0.293, -0.672, -0.663, -0.390, -0.225, -0.650, -0.213, 1.001]}


Record 5
{"formula": "C7H6FN3O", "method": "ωB97M-V/def2-TZVPD", "lumo_energy_ev": [-0.223, -0.307], "homo_energy_ev": [-7.6, -7.8], "gap_ev": [7.39, 7.52], "fmax_ev_per_a": 4.9, "elements": ["C", "C", "C", "O", "H", "H", "N", "H", "C", "C", "H", "H", "C", "C", "F", "H", "N", "N"], "positions_angstrom": [[-2.1144, 1.1362, -0.2200], [-0.1780, 0.4346, -0.0452], [-0.4833, -0.9027, -0.1188], [-2.3568, -2.3182, -0.2523], [-3.6104, -0.2944, 0.0939], [0.3362, -2.8944, -0.2117], [-2.6180, -0.1070, -0.0214], [3.1151, 0.3578, 0.2181], [1.8335, -1.3473, 0.0127], [1.0864, 0.9771, -0.0382], [2.6589, -2.0382, 0.0736], [0.5404, 2.9343, 0.0096], [0.5492, -1.8436, -0.1135], [2.1006, 0.0146, 0.0762], [-2.5681, 2.1011, 0.6030], [2.2272, 2.6625, 0.1538], [1.3241, 2.3172, -0.1168], [-1.8427, -1.1895, -0.1031]], "mulliken_charge": [-0.177, 0.632, 0.047, -0.754, 0.222, 0.441, -0.138, 0.307, -0.539, 0.437, 0.363, 0.218, -0.711, -0.573, -0.216, 0.207, -0.502, 0.734]}


Record 6
{"formula": "C7H6N2O2", "method": "ωB97M-V/def2-TZVPD", "de_lowest_kj_mol": 587.4, "lumo_energy_ev": 0.363, "homo_energy_ev": -8.6, "gap_ev": 8.93, "fmax_ev_per_a": 5.5, "elements": ["N", "C", "C", "H", "C", "O", "H", "H", "C", "H", "C", "H", "O", "N", "H", "C", "C"], "positions_angstrom": [[-1.4554, 0.5760, -0.2609], [-0.2981, 0.2699, 0.1483], [0.0182, -1.1174, 0.3116], [1.7819, 1.2531, 0.2140], [0.6602, 1.3562, -0.0886], [-1.3907, 1.9443, -0.8010], [-0.0943, -4.3878, 0.7769], [-0.6210, 4.0423, -1.0491], [0.1655, -3.2624, 0.8015], [-1.9522, -2.3659, 0.7395], [-0.1293, 2.2422, -0.6362], [0.9801, 3.9071, -0.0295], [1.3231, -1.3835, 0.3797], [0.2560, 3.5212, -1.1281], [2.5201, -2.8778, 0.5054], [-0.8314, -2.1823, 0.8244], [1.4687, -2.7624, 0.6284]], "mulliken_charge": [-0.424, 0.569, 0.442, 0.237, -0.339, -0.243, 0.284, 0.325, -0.325, 0.325, 0.235, 0.340, -0.312, -0.661, 0.431, -0.599, -0.286]}


Record 7
{"formula": "C7H6N2O2", "method": "ωB97M-V/def2-TZVPD", "de_lowest_kj_mol": 314.7, "lumo_energy_ev": -0.527, "homo_energy_ev": -9.2, "gap_ev": 8.70, "smiles": "NC(=O)c1cccc(N=O)c1", "fmax_ev_per_a": 3.7, "elements": ["H", "C", "O", "H", "N", "C", "C", "H", "H", "O", "C", "C", "C", "C", "N", "H", "H"], "positions_angstrom": [[-0.7111, 2.8877, 0.1792], [1.7362, -1.0200, 0.1259], [1.7565, -2.1750, 0.5478], [1.3349, 1.7986, 0.1559], [-3.2213, -0.9151, 0.0541], [-1.8350, -0.2877, -0.0077], [-1.9211, 1.0624, 0.1385], [-2.8119, 1.5668, 0.4107], [3.8571, -0.9353, -0.2312], [-3.2416, -2.0726, -0.2012], [0.4822, 1.1769, 0.0684], [-0.7212, 1.8071, 0.1704], [0.5225, -0.1716, -0.1033], [-0.5968, -0.9288, -0.0820], [2.8775, -0.4210, -0.3822], [-0.5200, -1.9626, -0.1861], [3.0129, 0.5902, -0.6573]], "mulliken_charge": [0.364, 0.518, -0.612, 0.251, -0.079, 0.405, -0.395, 0.448, 0.267, -0.320, -0.610, -0.568, 0.616, -0.562, -0.436, 0.513, 0.200]}


Record 8
{"formula": "C7H6N2O2", "method": "ωB97M-V/def2-TZVPD", "de_lowest_kj_mol": 77.2, "s2": 2.0323, "lumo_energy_ev": [0.030, -4.353], "homo_energy_ev": [-7.6, -10.1], "gap_ev": [7.58, 5.79], "fmax_ev_per_a": 6.5, "spin_multiplicity": 3, "elements": ["C", "H", "C", "N", "H", "H", "H", "C", "O", "C", "O", "C", "H", "H", "C", "C", "N"], "positions_angstrom": [[-0.7819, -0.3746, -1.2493], [2.4367, 0.8743, -0.9732], [-1.5507, 0.1229, -0.2138], [-2.6877, -0.6587, 0.0613], [0.5622, 0.5214, 1.3434], [0.7741, 0.5836, -2.6113], [3.2931, -0.7173, 0.7422], [0.5039, 0.2511, -1.5625], [-2.7271, -1.8475, -0.2558], [1.4787, 0.5288, -0.6675], [-3.6001, -0.1801, 0.6790], [-1.4196, 1.2220, 0.6331], [2.2734, -0.7551, 2.3800], [-0.9018, -1.2007, -1.8750], [1.3980, 0.1476, 0.7908], [2.3645, -0.5812, 1.3613], [-1.4158, 2.0634, 1.4172]], "mulliken_charge": [-0.434, 0.475, 0.218, 0.907, 0.238, 0.327, 0.268, -0.248, -0.581, -0.409, -0.584, 0.300, 0.353, 0.507, 0.012, -0.922, -0.429]}


Record 9
{"formula": "C7H6N2O2S", "method": "ωB97M-V/def2-TZVPD", "de_lowest_kj_mol": 320.0, "s2": 2.0396, "lumo_energy_ev": [-0.532, -1.318], "homo_energy_ev": [-7.3, -7.3], "gap_ev": [6.74, 5.95], "fmax_ev_per_a": 1.7, "spin_multiplicity": 3, "elements": ["H", "N", "H", "C", "O", "C", "S", "H", "H", "C", "H", "C", "C", "C", "H", "N", "C", "O"], "positions_angstrom": [[1.8399, 2.1318, 0.2042], [-2.7666, 1.8741, -0.4657], [1.4080, -1.7380, -1.5507], [1.7708, 0.2081, -0.7365], [-5.6411, -0.5943, 0.0948], [1.2619, 1.2332, 0.0499], [-4.3447, -0.4543, -0.5432], [-0.3715, 1.9079, 1.2521], [-3.7494, -0.7962, 1.7811], [0.0281, 1.1102, 0.6467], [2.7456, 0.3038, -1.1897], [-1.9280, -0.2667, 1.1549], [-0.7485, -0.0417, 0.4387], [1.0196, -0.9389, -0.9362], [-0.8101, -1.9699, -0.5198], [-3.1247, -0.5271, 1.0290], [-0.2278, -1.0740, -0.3625], [-3.8930, 1.5265, -0.4433]], "mulliken_charge": [0.369, 0.085, 0.366, -0.452, -0.457, -0.446, 0.479, 0.400, 0.297, -0.375, 0.381, -0.277, 0.825, -0.482, 0.371, -0.343, -0.502, -0.238]}


Record 10
{"formula": "C7H6N2O3S", "method": "ωB97M-V/def2-TZVPD", "de_lowest_kj_mol": 373.6, "lumo_energy_ev": -1.143, "homo_energy_ev": -8.6, "gap_ev": 7.46, "smiles": "O=C1c2ccccc2N[S@@]1(=O)=NO", "fmax_ev_per_a": 2.2, "elements": ["O", "S", "H", "C", "C", "H", "N", "H", "C", "O", "H", "C", "H", "N", "C", "O", "C", "C", "H"], "positions_angstrom": [[-3.1664, -0.0854, -1.1990], [-2.1385, -0.0810, -0.1861], [3.5638, 1.4266, 0.8019], [1.6534, -1.0745, -0.4544], [2.7589, -0.4044, 0.0101], [1.3864, 2.6150, 0.7295], [-0.7428, -0.9495, -0.9397], [3.7078, -0.9152, 0.0556], [-0.9445, 1.5102, -0.0238], [-3.6169, -1.6376, 1.0754], [-4.3001, -1.2465, 0.5081], [0.4107, -0.4261, -0.4884], [-0.8030, -1.9395, -1.1192], [-2.5595, -0.7237, 1.1750], [1.4831, 1.5945, 0.3981], [-1.4336, 2.5820, 0.0686], [0.3327, 0.9230, -0.0506], [2.6795, 0.9280, 0.4378], [1.7290, -2.0958, -0.7989]], "mulliken_charge": [-0.620, 0.749, 0.397, -0.745, -0.441, 0.419, -0.321, 0.383, 0.587, -0.371, 0.346, 0.417, 0.246, -0.358, -0.605, -0.471, 0.606, -0.585, 0.368]}


Record 11
{"formula": "C7H6N2S", "method": "ωB97M-V/def2-TZVPD", "de_lowest_kj_mol": 148.8, "lumo_energy_ev": 0.727, "homo_energy_ev": -8.3, "gap_ev": 9.00, "smiles": "c1ccc2c(c1)S[C@@H]1NN21", "fmax_ev_per_a": 5.1, "elements": ["N", "C", "C", "C", "S", "C", "C", "H", "H", "H", "H", "C", "C", "N", "H", "H"], "positions_angstrom": [[-0.7024, -2.7678, 0.1902], [-0.5570, -0.2643, 0.1107], [1.4817, 1.0471, -0.4239], [-0.7681, 1.9912, -0.6542], [1.6797, -1.3261, 1.0344], [0.0629, -2.1986, 1.2424], [-1.3769, 0.7965, -0.1805], [-0.1703, -2.7712, -0.7367], [-1.4545, 2.8416, -0.9630], [0.1468, -2.6889, 2.2020], [1.1775, 2.9271, -1.1985], [0.6398, 2.0928, -0.8594], [0.8441, -0.0618, 0.1445], [-1.0143, -1.4099, 0.6830], [2.4637, 1.2156, -0.5315], [-2.4526, 0.5767, -0.0593]], "mulliken_charge": [-0.479, 0.014, -0.748, -0.462, -0.176, 0.022, -0.375, 0.309, 0.261, 0.348, 0.404, -0.421, 0.702, -0.327, 0.521, 0.408]}


Record 12
{"formula": "C7H6NO7Tc", "method": "ωB97M-V/def2-TZVPD", "de_lowest_kj_mol": 0.0, "s2": 3.7700, "lumo_energy_ev": [-14.316, -15.023], "homo_energy_ev": [-19.9, -21.9], "total_charge": 3, "gap_ev": [5.54, 6.84], "fmax_ev_per_a": 8.8, "spin_multiplicity": 4, "elements": ["Tc", "H", "C", "O", "H", "O", "N", "H", "H", "C", "H", "O", "H", "O", "C", "C", "C", "C", "O", "O", "C", "O"], "positions_angstrom": [[-0.0189, 0.6814, -0.3591], [-0.3664, 1.0016, 4.9829], [-1.5372, -3.2786, 0.6040], [-1.2884, 1.0363, 1.2904], [-2.8710, 0.4996, 3.4486], [0.6707, -0.3796, -3.1898], [-1.2744, 0.5505, 4.8210], [-2.1132, 2.0948, 3.6159], [-1.8303, 0.7012, 5.6618], [-0.7907, 2.4301, -1.0241], [-0.9516, -2.4792, -0.0494], [-2.3827, -3.3848, 1.4028], [-1.1030, -0.4552, 4.7051], [2.5424, 2.2102, 0.4275], [-1.9220, 1.0226, 3.5733], [-0.9399, 0.6496, 2.4760], [0.4231, 0.0254, -2.1320], [0.8082, -0.9645, 0.4523], [0.0622, -0.0137, 2.7929], [1.3472, -1.9030, 0.8553], [1.5736, 1.6470, 0.1141], [-1.2600, 3.4185, -1.3957]], "mulliken_charge": [0.444, 0.358, 0.626, -0.664, 0.356, -0.055, -0.239, 0.387, 0.361, 0.436, 0.238, 0.063, 0.344, -0.084, -0.692, 0.878, 0.374, 0.194, -0.619, -0.144, 0.482, -0.044]}


Record 13
{"formula": "C7H6O", "method": "ωB97M-V/def2-TZVPD", "de_lowest_kj_mol": 285.6, "lumo_energy_ev": 0.949, "homo_energy_ev": -9.3, "gap_ev": 10.21, "smiles": "O=C1[C@H]2C=C[C@@H]1C=C2", "fmax_ev_per_a": 7.3, "elements": ["C", "H", "C", "H", "C", "O", "C", "C", "H", "H", "C", "H", "H", "C"], "positions_angstrom": [[0.0010, 0.6784, -0.9847], [0.1816, 2.5375, 0.2159], [0.1183, -0.8538, 0.9041], [2.1834, -1.8189, -0.1347], [1.4526, -1.0321, 0.0449], [-2.2288, -0.5368, -0.3668], [0.0971, 1.5375, 0.2317], [0.1971, 0.7758, 1.2777], [2.0603, 0.0175, -1.8001], [-0.0637, -1.4516, 1.9431], [1.3130, -0.1518, -0.9674], [-0.3884, 1.0368, -1.9519], [0.5445, 1.0037, 2.1912], [-0.9602, -0.4592, -0.0945]], "mulliken_charge": [-0.199, 0.526, 0.060, 0.354, -0.648, -0.605, -0.704, -0.606, 0.337, 0.359, -0.162, 0.461, 0.528, 0.300]}